1.
ORCA calculation (ωB97M-V/def2-TZVPD) on a molecular structure, C35H48N2PPdS2Sb in a non-equilibrium geometry.

```
90
Properties=species:S:1:pos:R:3:forces:R:3
Pd -14.5619 2.3388 16.4401 0.35 -0.20 0.92
S -9.2641 3.3374 13.6460 0.32 -0.19 0.29
C -7.9550 3.2066 12.5783 0.54 -0.19 -1.35
C -8.4016 3.0442 11.2568 1.64 0.48 2.00
C -9.7685 3.0107 11.1897 -2.08 -0.07 -0.87
C -10.4006 3.1368 12.3988 -0.25 -0.64 0.24
C -11.8198 2.9558 12.7089 -1.83 2.14 -0.97
C -12.3415 2.2992 13.8250 -0.24 -0.33 0.50
N -13.6146 2.2069 14.1661 -0.11 0.50 -1.38
C -14.5272 2.7527 13.3140 -0.34 0.24 0.19
C -14.1827 3.5157 12.1566 1.78 -0.61 1.74
C -15.1763 4.1550 11.3765 -1.02 0.08 0.66
C -16.4804 4.0305 11.7236 0.39 -0.61 -0.13
C -16.8743 3.2636 12.8653 1.32 0.00 0.00
C -18.1969 3.0856 13.1681 -1.43 -0.41 -0.22
C -18.6072 2.2968 14.1893 1.43 -0.59 1.58
C -17.5323 1.8122 15.0485 -0.97 -0.69 0.44
N -16.2412 1.9332 14.8230 -1.06 1.12 -1.28
C -15.9340 2.6357 13.6844 1.24 -0.14 0.05
C -20.0296 1.9643 14.3558 0.50 0.38 0.08
C -20.5779 0.7396 14.5524 -0.66 -0.10 0.47
C -22.0024 0.7740 14.5090 -0.74 -0.56 -0.81
C -22.4855 1.9943 14.1751 0.69 0.31 0.36
S -21.2247 3.2084 14.0952 -0.58 -1.35 -0.08
C -12.7791 3.6755 11.9638 -0.01 -0.82 -1.03
H -6.9167 3.2230 12.9335 -0.67 0.15 -0.18
H -7.7903 2.9942 10.3868 0.58 -0.13 -0.27
H -10.3042 2.8738 10.2424 0.10 -0.01 0.52
H -11.6871 1.8410 14.5290 0.67 -0.39 0.36
H -14.9016 4.8175 10.5961 0.35 0.25 -0.84
H -17.2942 4.3737 11.1092 0.00 0.55 -0.17
H -18.9595 3.4405 12.5147 -0.35 0.54 -0.58
H -17.7587 1.2601 15.9762 -0.19 0.28 -0.51
H -20.0519 -0.1822 14.7189 0.44 -0.02 -0.01
H -22.7039 -0.0915 14.5294 0.94 0.64 0.20
H -23.5135 2.1624 13.9584 -0.46 0.61 0.03
H -12.4629 4.2698 11.0889 -0.01 -0.19 0.62
C -16.1055 4.4215 19.2998 1.47 1.17 1.23
C -15.1850 5.5923 18.8422 -0.76 -0.66 -0.94
C -16.0192 6.7652 18.2807 1.94 0.07 0.71
Sb -13.8943 4.6744 17.3124 -0.56 0.29 -0.20
C -13.6084 6.3904 15.9670 -0.50 -0.83 -0.79
C -12.4182 6.0195 15.1336 0.45 -0.76 -1.32
C -14.8061 6.7168 15.0935 -1.04 -1.71 0.86
C -12.0139 4.8883 18.3697 0.54 0.82 0.03
C -11.5942 6.3587 18.5643 0.73 -0.34 -0.68
C -12.0595 4.1483 19.6922 0.96 -0.06 0.35
H -16.7896 4.8515 20.0323 -0.27 -0.34 0.17
H -15.4975 3.6245 19.7683 -0.44 0.24 -0.17
H -16.6460 4.0078 18.4794 -0.40 -0.32 -0.66
H -14.5504 6.0061 19.6171 0.06 -0.32 0.46
H -16.4165 6.5215 17.3253 -0.65 -0.10 -0.70
H -15.3043 7.6056 18.1700 -0.60 -0.14 -0.18
H -16.7902 7.0747 18.9732 -0.36 0.01 0.16
H -13.4676 7.2526 16.5357 0.82 1.41 1.18
H -12.5401 4.9663 14.7977 0.18 0.31 0.12
H -11.4976 6.0658 15.7049 0.30 0.01 -0.08
H -12.2893 6.5685 14.1591 -0.16 -0.01 1.00
H -15.3410 5.7591 14.8354 0.34 0.89 -0.30
H -14.5315 7.2786 14.2236 0.16 0.19 -0.67
H -15.5003 7.3057 15.6834 -0.25 0.14 -0.18
H -11.2761 4.3952 17.7503 0.23 -0.15 -0.35
H -12.3568 6.8962 19.0799 -0.90 0.65 0.10
H -11.2961 6.8807 17.6197 -0.48 -0.40 0.81
H -10.7510 6.4459 19.2514 0.35 -0.26 -0.07
H -12.7999 4.6055 20.3475 -0.09 -0.24 0.21
H -11.0634 4.1381 20.2386 -1.00 0.23 -0.65
H -12.2899 3.1083 19.4809 -0.33 -0.21 0.30
C -14.9655 -0.8084 20.2508 3.00 0.47 0.83
C -14.8919 0.5532 19.5945 0.18 0.33 -0.60
P -14.2332 0.4815 17.8757 0.12 1.32 -0.26
C -14.7263 -1.1567 17.3034 -0.77 -0.26 -0.45
C -14.6677 -1.3082 15.7708 0.76 -0.45 0.82
C -12.4755 0.2287 18.3002 0.15 -0.15 -0.33
C -11.6263 0.4995 17.0596 1.10 -2.72 0.71
H -15.0600 -0.6646 21.3456 -0.05 -0.47 -0.51
H -13.9187 -1.2927 20.0222 -2.18 0.33 0.75
H -15.7705 -1.3765 19.8591 -0.56 -0.76 -0.21
H -14.1665 1.2379 20.0994 -0.87 -0.35 -0.14
H -15.8709 1.0175 19.4787 -0.01 0.24 0.46
H -15.7687 -1.2546 17.6586 0.26 -0.24 -0.28
H -14.1290 -1.9393 17.7760 -0.12 -0.05 0.05
H -15.2142 -0.5532 15.2407 -0.27 0.53 -0.12
H -15.0829 -2.2784 15.5401 -0.03 -0.36 -0.39
H -13.6166 -1.2748 15.4398 -0.41 -0.03 -0.03
H -12.2747 -0.7489 18.7578 -0.01 0.10 -0.18
H -12.3115 0.9767 19.0724 0.39 0.16 0.00
H -11.5720 -0.3686 16.3579 -0.72 0.63 0.29
H -10.5821 0.5900 17.2938 0.66 0.47 0.44
H -11.9747 1.3621 16.6047 -0.61 1.65 -1.16
```
Positions in Å, forces in eV/Å.

Values from the calculation:
Electronic energy (hartree): -2977.7871
Energy relative to the best compared isomer or geometry (same formula, charge and spin) (kcal per mole): 15.20
Frontier orbital gap (eV): 5.786
Charge: 0

Mulliken population analysis, charges in e, atoms 1 to 6:
1 Pd 0.261
2 S -0.018
3 C -0.557
4 C -0.515
5 C -0.518
6 C 0.047



2.
ORCA calculation (ωB97M-V/def2-TZVPD) on 2 unconnected molecules or ions with the total composition C3H12N3O in a non-equilibrium geometry.

```
19
Properties=species:S:1:pos:R:3:forces:R:3
C -0.7809 -1.2695 1.3755 0.60 0.46 -0.50
C -1.7402 -1.2188 0.4264 0.27 0.34 0.46
N -2.6237 -2.2379 0.1267 1.27 -1.08 -0.32
N 0.0688 -0.0363 1.7030 -3.21 -0.45 -0.88
H -0.5390 -2.1601 1.9465 -0.04 0.25 -0.02
H -1.9207 -0.3028 -0.1272 0.02 0.11 0.16
H -3.0694 -2.1874 -0.7938 0.28 0.10 0.61
H -2.1534 -3.1582 0.2503 -1.00 0.78 -0.04
H 0.9968 -0.2287 1.9726 1.31 -0.73 0.47
H -0.4176 0.3954 2.4920 0.41 0.36 -0.17
H 0.1635 0.6119 0.7601 0.24 -0.61 0.58
N 0.5218 1.1776 -0.5889 -0.74 1.68 -1.36
C 1.8825 1.4338 -1.0609 1.15 0.04 -0.10
O 1.9055 1.7963 -2.4415 0.05 -0.29 0.56
H 0.0996 2.1250 -0.5431 0.01 -0.68 -0.05
H 0.0110 0.7353 -1.3662 0.25 -0.08 0.37
H 2.2860 2.2571 -0.4494 -0.05 -0.30 -0.11
H 2.4880 0.5349 -0.8981 -0.08 0.08 -0.02
H 2.8213 1.7323 -2.7838 -0.74 0.03 0.35
```
Positions in Å, forces in eV/Å.

Values from the calculation:
Electronic energy (hartree): -360.7429
Energy relative to the best compared isomer or geometry (same formula, charge and spin) (kcal per mole): 57.65
Frontier orbital gap (eV): 9.914
Charge: +1

natural (NBO) population analysis, charges in e, atoms 1 to 6:
1 C -0.196
2 C 0.037
3 N -0.772
4 N -0.736
5 H 0.224
6 H 0.196



3.
ORCA calculation (ωB97M-V/def2-TZVPD) on 5 unconnected molecules or ions with the total composition C29H65N3O5 in a non-equilibrium geometry.

```
102
Properties=species:S:1:pos:R:3:forces:R:3
C 4.0219 -1.0390 -0.4740 0.99 1.54 1.10
O 2.7200 -1.2245 -0.0345 -0.32 -0.11 0.89
H 4.5842 -1.9255 -0.6578 0.01 -0.99 -0.59
H 4.0042 -0.3517 -1.3140 0.51 0.03 -0.31
H 4.5696 -0.5882 0.3776 -0.21 0.21 -0.55
H 2.3053 -1.9033 -0.5548 -0.94 -0.90 -0.61
C 1.3392 1.0664 1.7702 0.21 0.18 0.91
O 1.0730 0.8162 0.4099 1.71 -0.76 -0.34
H 2.3119 1.5990 2.0581 -1.17 -0.03 -0.91
H 0.4474 1.5899 2.1712 0.78 -0.27 0.09
H 1.4788 0.1074 2.2788 -0.42 -0.07 0.26
H 1.7498 0.0902 0.1811 -1.26 1.06 -0.04
C -2.8859 2.4139 5.4775 0.54 1.70 -0.50
C -1.7066 2.1190 4.5002 -0.52 0.65 0.64
C -0.3478 2.4922 5.1184 0.30 -0.39 -0.51
C 0.3243 1.4830 6.0244 1.10 -0.64 -1.05
C 0.3016 0.0905 5.3805 -0.64 0.89 -1.57
C -1.1423 -0.2957 4.9237 -0.66 -0.80 0.09
N -1.7153 0.7594 3.9919 2.10 -1.04 1.26
O -2.9951 0.4292 3.4871 0.16 -0.21 0.28
C -1.0787 -1.6320 4.1385 -0.07 0.48 0.47
C -2.0396 -0.6219 6.1909 -0.53 1.89 -1.33
C -1.9552 3.0273 3.3309 -1.17 -0.45 0.00
H -2.6933 1.9969 6.4321 -0.05 -0.35 0.92
H -3.7789 1.9887 5.0328 -0.27 0.11 0.21
H -3.0053 3.5481 5.6459 0.10 -1.68 -0.47
H 0.3601 2.7116 4.2851 -0.46 -0.08 0.48
H -0.4449 3.3791 5.7254 -0.31 0.68 -0.21
H -0.0437 1.4346 7.0258 -0.64 0.13 0.67
H 1.3616 1.8483 6.0976 -0.16 -0.37 0.25
H 0.5761 -0.6802 6.0640 0.51 -0.56 0.55
H 1.0108 0.0715 4.4993 -0.82 -0.04 0.83
H -0.2580 -1.6416 3.4360 0.05 0.14 -0.54
H -0.8856 -2.4396 4.8291 0.16 -0.25 0.40
H -2.0362 -1.8816 3.6795 0.11 0.23 -0.20
H -2.2664 0.2748 6.7820 0.21 -0.31 -0.17
H -3.0010 -0.9535 5.7838 0.10 -0.25 0.33
H -1.6121 -1.3207 6.8723 0.43 -0.83 0.15
H -1.8656 4.0077 3.7069 0.01 1.45 0.08
H -2.9827 2.8429 3.0262 -0.15 0.34 -0.23
H -1.3423 2.8960 2.4731 0.88 -0.29 -0.58
H -2.7730 0.3290 2.5596 -0.32 -0.14 -0.26
C -1.0971 1.5521 -2.0882 1.32 0.29 1.97
C -1.0030 2.8456 -2.8696 -1.09 1.62 -1.46
C -0.3154 3.9237 -2.0840 -0.66 1.73 0.35
C 1.1345 3.7238 -1.8711 0.82 -1.54 -0.87
C 1.8228 3.5805 -3.2250 1.32 0.11 1.06
C 1.1753 2.5280 -4.0820 0.04 -1.20 -1.95
N -0.2774 2.8371 -4.1787 -0.81 0.07 0.62
O -0.9205 1.8939 -5.0552 -0.94 0.46 -0.57
C 1.6674 2.6779 -5.5650 1.10 -0.35 1.03
C 1.4600 1.0025 -3.7489 0.94 2.51 1.90
C -2.4314 3.4445 -3.0642 -0.88 -1.29 1.36
H -1.5697 0.7197 -2.6016 0.30 -0.05 -0.25
H -0.0531 1.3460 -1.6635 -1.75 -0.34 -0.71
H -1.6982 1.7587 -1.1623 0.36 -0.18 -0.80
H -0.5266 4.9767 -2.5094 0.47 -1.67 0.17
H -0.8527 3.9432 -1.1586 -0.18 0.10 1.00
H 1.5311 4.5139 -1.3121 0.77 1.37 0.76
H 1.4000 2.8248 -1.3187 -0.49 -0.21 0.38
H 2.8997 3.2875 -3.0702 -0.88 0.27 -0.21
H 1.8314 4.5744 -3.6792 -0.11 -0.21 -0.52
H 1.0263 2.0275 -6.1244 0.06 -0.41 -0.67
H 2.7721 2.4347 -5.7444 -1.56 0.31 0.47
H 1.4544 3.6860 -5.8496 0.04 0.72 -0.42
H 0.7310 0.4983 -4.2849 -1.48 -1.42 -0.61
H 1.5203 0.7418 -2.6630 -0.30 0.19 -0.95
H 2.4011 0.7806 -4.1903 0.95 -0.34 -0.29
H -3.0091 3.3658 -2.0962 0.78 -0.07 -0.71
H -2.5566 4.4758 -3.3198 0.71 0.71 -0.47
H -3.0352 2.8743 -3.7415 -0.26 -0.50 -0.62
H -1.5743 2.4247 -5.5980 1.36 -0.65 1.05
C 0.6253 -3.9968 0.8428 -1.00 0.14 -0.66
C 0.0504 -3.8755 -0.5970 0.24 -1.44 1.61
C -1.2023 -3.0392 -0.5929 0.05 1.08 -2.37
C -1.5959 -2.7740 -2.1103 1.01 1.59 2.68
C -0.3720 -2.2271 -2.8212 -0.15 0.80 0.93
C 0.8209 -3.1204 -2.8209 1.72 -0.36 0.39
N 1.1683 -3.3412 -1.3857 -2.28 0.83 -1.04
O 2.2422 -4.1827 -1.2859 1.79 -0.58 0.16
C 0.5934 -4.4190 -3.6315 0.30 0.89 1.28
C 2.0237 -2.3537 -3.4503 -0.34 -1.45 0.67
C -0.5189 -5.3136 -0.9722 1.90 -0.32 0.95
H 1.1529 -3.0959 1.0811 0.50 0.52 0.14
H 1.2960 -4.8524 0.9571 -0.34 0.06 0.26
H -0.2570 -4.0036 1.4793 0.20 -0.56 0.47
H -1.9382 -3.6574 -0.1256 -0.72 -0.04 0.52
H -1.1277 -2.0739 -0.1103 0.28 0.17 0.40
H -2.4322 -2.0774 -2.1541 -0.01 0.00 -0.10
H -1.8899 -3.6912 -2.4962 -0.74 -1.44 -1.14
H 0.0107 -1.2742 -2.3993 -0.71 -0.27 0.04
H -0.6489 -2.0260 -3.8162 -0.19 0.40 -1.53
H -0.3885 -4.7636 -3.4149 -0.65 -0.61 -0.10
H 0.6269 -4.1376 -4.6519 0.20 0.00 -1.18
H 1.3260 -5.1881 -3.3914 0.04 0.07 -0.20
H 2.7658 -3.1298 -3.6922 0.10 0.63 -0.02
H 1.5867 -1.9614 -4.3353 0.20 0.62 -1.09
H 2.4553 -1.5458 -2.8403 -0.32 -0.40 -0.12
H 0.3571 -6.0088 -1.1925 -1.39 0.52 -0.32
H -1.2997 -5.2513 -1.7344 0.53 -0.56 0.17
H -0.9312 -5.7295 -0.0285 0.01 0.31 -0.62
H 1.9097 -5.0667 -1.1218 -0.04 -0.50 -0.15
```
Positions in Å, forces in eV/Å.

Values from the calculation:
Electronic energy (hartree): -1684.1946
Energy relative to the best compared isomer or geometry (same formula, charge and spin) (kcal per mole): 15.71
Frontier orbital gap (eV): 8.964
Charge: 0

Mulliken population analysis, charges in e, atoms 1 to 6:
1 C -0.851
2 O -0.683
3 H 0.362
4 H 0.256
5 H 0.277
6 H 0.204



Q: Which value of frontier orbital gap does entry 3 give?
A: 8.964 eV



Q: The highest charge belongs to which entry?
A: C3H12N3O



Q: Which of these has the highest electronic energy?
A: C3H12N3O



Q: Among the records above, which one has the highest electronic energy?
A: C3H12N3O